Entry 1:
{
  "formula": "C4H8Br2FN4O2",
  "method": "wB97M-V/def2-TZVPD",
  "e_homo_ev": -14.3,
  "molar_mass_g_mol": 322.9,
  "gap_ev": 9.95,
  "total_charge": 1,
  "relative_energy_kj_mol": 0.0,
  "multiplicity": 1,
  "e_tot_ha": -5774.0881,
  "species": ["O", "N", "O", "N", "F", "C", "N", "C", "C", "N", "C", "Br", "Br", "H", "H", "H", "H", "H", "H", "H", "H"],
  "coordinates": [[1.9115, 2.5973, -1.2520], [2.2565, 2.3303, -0.1135], [2.9230, 2.8819, 0.6648], [1.8162, 1.0496, 0.3248], [2.1594, 0.8099, 1.6268], [0.5379, 0.5055, -0.0808], [-0.5400, 0.7256, 0.9479], [-1.7965, 0.1796, 0.3926], [-1.7712, -1.3348, 0.1060], [-0.5914, -1.5623, -0.7630], [0.6657, -1.0149, -0.2186], [2.0323, -1.5678, -1.6612], [1.0725, -2.0059, 1.4081], [0.5093, 0.7554, -1.1760], [-0.8133, 1.6727, 1.1686], [-2.1994, 0.4819, -0.6018], [-2.3999, 0.5426, 1.2403], [-1.5147, -1.7779, 1.0976], [-2.7645, -1.5075, -0.4395], [-0.5939, -2.5747, -1.0521], [-0.8993, -1.1865, -1.6190]],
  "forces_ev_per_angstrom": [[0.2, 0.0, 0.8], [-1.5, -1.0, -1.1], [1.3, 1.6, 0.8], [0.1, -1.4, -0.5], [-0.5, 0.4, -0.3], [0.6, 0.4, 1.0], [0.3, -1.0, -3.3], [-0.4, 0.0, 0.3], [-0.9, 1.3, 2.7], [-1.7, -2.3, 0.1], [2.0, -1.9, -0.6], [-1.1, 0.8, 1.2], [-0.1, 0.3, -0.5], [-0.8, 0.9, 0.9], [1.1, 0.6, -0.2], [0.6, 1.5, 0.6], [-1.2, -1.1, -0.9], [-0.9, -0.6, -1.1], [1.7, -0.7, 1.0], [0.9, 0.7, 0.9], [0.4, 1.5, -1.9]]
}

---

Entry 2:
{
  "formula": "C8H29N14O10",
  "method": "wB97M-V/def2-TZVPD",
  "e_homo_ev": -6.8,
  "molar_mass_g_mol": 481.4,
  "gap_ev": 8.74,
  "total_charge": -1,
  "relative_energy_kj_mol": 59.8,
  "multiplicity": 1,
  "e_tot_ha": -1841.6620,
  "species": ["O", "C", "O", "O", "H", "C", "O", "N", "N", "H", "H", "H", "H", "C", "O", "N", "N", "H", "H", "H", "H", "C", "O", "N", "N", "H", "H", "H", "H", "C", "O", "N", "N", "H", "H", "H", "H", "C", "O", "N", "N", "H", "H", "H", "H", "C", "O", "N", "N", "H", "H", "H", "H", "C", "O", "N", "N", "H", "H", "H", "H"],
  "coordinates": [[-1.3714, 0.6493, -1.0376], [-0.3340, 0.5766, -0.1243], [0.2479, -0.5236, -0.0102], [-0.1814, 1.5844, 0.6069], [-1.9326, 1.2981, -0.5959], [-1.7099, 3.7543, 3.0148], [-2.1782, 4.4059, 3.9358], [-0.5932, 4.1435, 2.3062], [-2.1029, 2.4875, 2.7015], [-0.2676, 5.0839, 2.4153], [-0.1857, 3.4758, 1.6665], [-2.9790, 2.2216, 3.1169], [-1.8052, 2.0091, 1.8641], [2.7725, 2.4735, 3.4359], [3.8960, 2.7324, 3.8407], [2.5223, 1.9478, 2.2022], [1.6205, 2.6609, 4.1718], [3.2907, 1.5051, 1.7360], [1.6025, 1.8080, 1.8012], [0.7978, 2.9506, 3.6639], [1.6633, 3.0124, 5.1109], [3.1787, 1.3804, -2.1217], [2.5077, 2.4001, -2.0682], [4.4257, 1.3084, -2.6788], [2.6970, 0.1698, -1.6606], [4.9092, 0.4311, -2.6305], [4.8897, 2.1701, -2.8866], [3.1140, -0.6560, -2.0497], [1.8061, 0.2070, -1.1833], [-3.0741, -2.7712, -3.2587], [-2.1110, -3.5221, -3.3111], [-2.9836, -1.4664, -2.8649], [-4.3654, -3.2698, -3.3179], [-2.0259, -1.1784, -2.7409], [-3.7323, -0.8302, -3.0595], [-5.1052, -2.6041, -3.1644], [-4.5160, -4.1085, -3.8449], [4.9965, -0.2919, 0.9657], [5.5439, -0.2857, -0.1294], [3.7078, -0.7052, 1.1682], [5.7024, -0.0177, 2.1118], [3.1396, -0.8882, 0.3609], [3.3525, -0.6354, 2.1036], [6.6471, 0.2868, 1.9801], [5.2636, -0.0045, 3.0133], [-6.5288, -0.7703, -1.0555], [-7.3915, 0.0736, -1.1625], [-6.8081, -2.1316, -1.1512], [-5.1896, -0.5020, -1.0313], [-6.2004, -2.7493, -0.6362], [-7.7917, -2.3386, -1.1525], [-4.5195, -1.1281, -0.6111], [-4.7665, 0.3967, -1.1770], [1.1619, -3.7586, -1.0331], [1.5217, -4.8431, -1.4955], [1.7578, -3.2364, 0.0889], [0.1805, -2.9836, -1.5518], [2.5729, -3.6813, 0.4620], [1.4893, -2.3179, 0.4014], [0.0989, -2.0766, -1.0972], [-0.3270, -3.3283, -2.3523]],
  "forces_ev_per_angstrom": [[-0.2, -0.2, 0.2], [0.2, -0.6, 1.7], [0.2, 0.5, -0.8], [-0.1, 0.1, -0.2], [0.0, 0.4, -0.6], [1.3, 0.0, 0.2], [-0.4, 0.1, -0.4], [-0.5, -0.3, 0.2], [-1.0, -0.2, 0.2], [0.2, 0.0, -0.1], [0.1, 0.4, -0.4], [0.1, -0.1, 0.0], [0.4, 0.2, 0.0], [-0.4, 0.2, -0.2], [0.1, -0.5, 0.3], [0.2, 0.1, 0.0], [-0.4, 0.1, 0.1], [0.1, 0.4, -0.3], [-0.1, -0.2, 0.2], [-0.1, -0.2, 0.0], [0.5, 0.3, -0.1], [-0.7, -0.3, 0.0], [0.5, 0.1, 0.2], [-0.5, -0.2, -0.2], [0.6, 0.9, -0.2], [0.5, 0.3, 0.3], [0.1, -0.1, 0.0], [-0.4, -0.3, 0.3], [0.0, -0.6, -0.4], [-0.3, -1.1, 1.3], [-0.1, 0.4, -0.7], [0.5, -0.7, -0.4], [0.3, 0.9, -0.1], [-0.2, 0.6, 0.0], [0.2, 0.3, 0.0], [-0.3, -0.3, -0.2], [-0.1, 0.0, 0.0], [0.5, -1.0, -0.1], [-0.2, 0.2, 0.0], [0.9, 0.2, 0.3], [-0.4, -0.1, -0.3], [-0.2, 0.2, 0.1], [-0.6, -0.1, -0.2], [0.0, 0.1, 0.2], [0.2, 0.3, 0.1], [-0.2, 0.1, -0.7], [-0.1, 0.1, -0.1], [0.2, 0.3, 0.2], [1.1, -0.2, 0.5], [-0.1, -0.2, -0.1], [0.0, -0.1, 0.3], [-0.2, -0.4, -0.3], [-0.8, 0.4, 0.2], [0.4, -0.9, -0.4], [-0.2, 0.3, 0.1], [-0.2, 0.4, 0.1], [0.7, -0.1, 0.6], [0.0, -0.1, -0.1], [0.0, 0.0, 0.2], [-0.7, 0.1, -0.6], [-0.2, 0.3, 0.1]]
}

---

Entry 3:
{
  "formula": "C43H37AsFN4Pt",
  "method": "wB97M-V/def2-TZVPD",
  "e_homo_ev": -16.1,
  "molar_mass_g_mol": 898.8,
  "gap_ev": 6.91,
  "total_charge": 3,
  "relative_energy_kj_mol": 145.6,
  "multiplicity": 1,
  "e_tot_ha": -4333.9171,
  "species": ["Pt", "C", "N", "C", "C", "C", "C", "C", "C", "N", "C", "C", "C", "C", "C", "C", "N", "C", "C", "C", "C", "C", "N", "H", "H", "H", "H", "H", "H", "H", "H", "H", "H", "H", "H", "H", "H", "H", "H", "H", "H", "C", "C", "C", "C", "C", "C", "As", "C", "C", "C", "C", "C", "C", "C", "C", "C", "C", "C", "C", "H", "H", "H", "H", "H", "H", "H", "H", "H", "H", "H", "H", "H", "F", "C", "C", "C", "C", "C", "C", "C", "H", "H", "H", "H", "H", "H"],
  "coordinates": [[-0.4758, 0.1690, 0.5691], [-2.3316, 2.3914, 1.4585], [-2.0302, 0.9725, 1.8356], [-1.4505, 0.9715, 3.1893], [-0.0653, 1.5265, 3.1021], [0.5298, 2.1901, 4.1534], [1.8197, 2.6801, 4.0131], [2.4798, 2.4887, 2.8119], [1.8412, 1.8060, 1.7990], [0.5892, 1.3241, 1.9280], [-3.2038, 0.0734, 1.6981], [-3.2325, -0.6037, 0.3578], [-4.4058, -1.0719, -0.1981], [-4.3564, -1.8425, -1.3507], [-3.1257, -2.1207, -1.9280], [-1.9894, -1.6003, -1.3478], [-2.0430, -0.8604, -0.2252], [-2.2223, 2.6828, -0.0086], [-2.7801, 3.8212, -0.5626], [-2.6044, 4.0489, -1.9178], [-1.9277, 3.1050, -2.6800], [-1.4210, 1.9877, -2.0514], [-1.5320, 1.7997, -0.7262], [-1.6288, 3.0337, 1.9913], [-3.3304, 2.6494, 1.8163], [-1.4050, -0.0547, 3.5404], [-2.0687, 1.5351, 3.8920], [-0.0179, 2.3284, 5.0764], [2.2965, 3.2096, 4.8278], [3.4806, 2.8655, 2.6519], [2.3408, 1.6377, 0.8629], [-4.1389, 0.6000, 1.8914], [-3.1162, -0.7157, 2.4511], [-5.3507, -0.8526, 0.2819], [-5.2690, -2.2245, -1.7894], [-3.0456, -2.7290, -2.8180], [-1.0103, -1.7652, -1.7761], [-3.3477, 4.5103, 0.0500], [-3.0082, 4.9406, -2.3793], [-1.8030, 3.2285, -3.7468], [-0.9302, 1.2076, -2.6162], [5.7151, -0.8838, 0.7140], [5.4596, 0.2325, -0.0682], [4.1720, 0.4890, -0.5251], [3.1454, -0.3895, -0.1909], [3.3964, -1.5083, 0.6040], [4.6853, -1.7536, 1.0517], [1.3937, -0.1246, -0.9474], [1.2941, -1.4353, -2.3325], [1.1677, -2.8128, -2.2114], [1.2062, -3.5869, -3.3623], [1.3625, -2.9773, -4.6019], [1.5066, -1.5985, -4.7080], [1.4867, -0.8120, -3.5662], [1.6818, 0.6656, -3.5189], [1.9184, 1.4926, -4.6083], [2.0578, 2.8631, -4.4218], [1.9607, 3.4286, -3.1540], [1.7361, 2.6157, -2.0540], [1.6225, 1.2465, -2.2520], [6.7220, -1.0822, 1.0570], [6.2644, 0.9048, -0.3353], [3.9862, 1.3569, -1.1446], [2.6080, -2.2012, 0.8590], [4.8897, -2.6281, 1.6552], [1.0586, -3.2906, -1.2441], [1.1215, -4.6630, -3.2938], [1.3848, -3.5850, -5.4968], [1.6528, -1.1499, -5.6822], [1.9969, 1.0780, -5.6051], [2.2494, 3.4989, -5.2763], [2.0714, 4.4972, -3.0268], [1.6648, 3.0499, -1.0629], [-3.4993, -4.4495, 4.6538], [-2.6549, -3.7514, 3.9154], [-2.6570, -3.9360, 2.5411], [-1.7497, -3.2250, 1.7792], [-0.8463, -2.3333, 2.3685], [0.1841, -1.6554, 1.5709], [-0.8723, -2.1881, 3.7599], [-1.7780, -2.8823, 4.5425], [-3.3411, -4.6500, 2.1021], [-1.7193, -3.3850, 0.7078], [0.4769, -2.1861, 0.6737], [1.0206, -1.2688, 2.1432], [-0.1174, -1.5754, 4.2440], [-1.7948, -2.7945, 5.6207]],
  "forces_ev_per_angstrom": [[-1.1, 1.0, 0.8], [-0.1, 0.1, 0.0], [-0.1, -0.3, -0.3], [-0.1, 0.0, 0.2], [0.2, 0.0, -0.1], [0.0, 0.0, 0.0], [0.1, 0.0, 0.1], [0.0, 0.1, 0.0], [-0.3, 0.1, 0.1], [0.7, 0.0, -0.1], [-0.1, -0.1, 0.1], [0.0, -0.1, 0.1], [0.0, 0.0, 0.0], [0.0, 0.0, 0.0], [-0.1, 0.0, 0.0], [-0.1, 0.1, 0.1], [0.3, -0.4, -0.9], [0.0, -0.1, 0.1], [-0.1, 0.0, 0.0], [0.0, 0.0, 0.0], [-0.1, 0.0, 0.0], [-0.1, -0.1, 0.1], [0.5, 0.2, -0.2], [0.0, 0.0, 0.0], [0.0, 0.0, 0.1], [-0.1, -0.1, 0.0], [0.0, 0.1, 0.0], [0.0, 0.0, 0.0], [0.0, 0.0, 0.0], [0.0, 0.0, 0.0], [0.1, 0.0, -0.1], [0.0, 0.1, 0.0], [0.1, 0.0, 0.0], [0.0, 0.0, 0.0], [0.0, 0.0, 0.0], [0.0, 0.0, 0.0], [-0.1, 0.0, 0.0], [0.0, 0.0, 0.0], [0.0, 0.0, 0.0], [0.0, 0.0, 0.0], [0.1, 0.0, 0.0], [0.0, 0.0, 0.0], [0.0, 0.1, 0.0], [0.1, 0.0, 0.0], [-0.1, -0.1, 0.3], [0.1, 0.0, -0.1], [0.0, 0.0, 0.0], [0.5, -0.5, -0.3], [-0.1, -0.2, 0.2], [0.1, 0.1, 0.0], [0.0, 0.0, 0.0], [0.0, 0.1, 0.0], [0.1, -0.1, -0.1], [0.0, 0.3, 0.0], [0.0, -0.3, -0.1], [0.0, 0.1, -0.1], [0.0, 0.0, 0.0], [0.0, 0.0, 0.0], [0.1, -0.1, 0.0], [-0.3, 0.2, 0.2], [0.0, 0.0, 0.0], [0.0, 0.0, 0.0], [0.0, 0.0, 0.0], [0.1, -0.1, 0.0], [0.0, 0.0, 0.0], [0.0, 0.0, 0.0], [0.0, 0.0, 0.0], [0.0, 0.0, 0.0], [0.0, 0.0, 0.0], [0.0, 0.0, 0.0], [0.0, 0.0, 0.0], [0.0, 0.0, 0.0], [0.0, 0.0, 0.0], [-0.1, 0.0, 0.0], [0.0, 0.0, 0.0], [0.0, 0.0, -0.1], [-0.1, 0.0, -0.1], [0.0, -0.1, 0.0], [-0.3, 1.1, -0.3], [0.2, -0.1, 0.1], [0.1, 0.1, 0.0], [0.0, 0.0, 0.0], [0.0, -0.1, 0.0], [0.1, -0.4, 0.2], [0.2, -0.3, 0.0], [0.0, 0.0, 0.0], [0.0, 0.0, 0.0]]
}